C21H43InO3PS | wB97M-V/def2-TZVPD

energy = -53914.5092 eV
ΔE to the lowest compared entry with this formula, charge and spin = 0.0 kcal per mole
orbital gap = 5.4 eV
LUMO energy = 2.041 eV
highest occupied orbital energy = -0.1224 Eh

ORCA input file:
```
! RIJCOSX wB97M-V def2-TZVPD def2/J DEFGRID3
* xyz -1 1
In 2.9023 -3.1455 2.2314
S 3.6044 -5.4000 1.3202
P 4.1919 -1.3452 1.0057
O -1.1119 5.1246 -4.2321
O 2.7958 2.4456 -2.2676
O -3.6542 -2.9684 1.7631
C 4.9839 -0.1228 2.1592
C -1.0902 0.3874 2.3608
C -0.6312 1.0628 1.2391
C 0.1891 -1.5908 1.7967
C -6.0617 -2.8772 1.9173
C -0.7098 -0.9223 2.6584
C 1.6156 3.0332 -2.8067
C 0.6152 -0.8903 0.6627
C 4.6280 -2.4363 4.7587
C 5.5868 -2.0492 -0.0117
C 1.0018 3.9818 -1.7882
C 1.9360 3.7498 -4.1108
C -2.2675 4.2875 -4.1712
C -1.2931 -1.5577 3.8949
C -2.3432 3.4158 -5.4152
C -4.9022 -4.6502 0.5644
C 0.2302 0.4110 0.3650
C -4.8308 -3.7657 1.8009
C 3.4999 -3.0534 4.3842
C 0.6716 -2.9827 2.0537
C -3.5187 5.1372 -4.0102
H -6.9768 -3.4698 1.9770
H -0.9396 2.0873 1.0728
H -3.6366 5.8091 -4.8653
H 5.9958 -0.4358 2.4276
H 6.2721 -1.2330 -0.2341
H 2.3825 3.0558 -4.8254
H -1.5210 -0.7972 4.6407
H -3.6979 -2.4028 0.9845
H 1.0392 4.1813 -4.5519
H 0.6278 0.8906 -0.5179
H -2.2236 -2.0581 3.6235
H -0.6431 -2.2958 4.3515
H 4.3898 -0.0425 3.0649
H 0.0819 4.4264 -2.1685
H 3.6500 -5.1717 -0.0016
H -1.4384 2.8158 -5.5165
H 5.5297 -2.5434 4.1655
H 6.1065 -2.8344 0.5362
H -1.7570 0.9119 3.0356
H 2.8340 -3.4638 5.1456
H -4.0136 -5.2774 0.4942
H 0.7799 3.4526 -0.8600
H -4.7457 -4.3900 2.6918
H -6.1349 -2.2126 1.0519
H 1.3102 -1.3862 0.0002
H -1.1978 5.6960 -5.0027
H -4.4121 4.5161 -3.9325
H 0.9251 2.2110 -3.0042
H 4.6648 -1.7970 5.6421
H -3.4465 5.7571 -3.1161
H 2.6622 4.5507 -3.9405
H 1.6993 4.7881 -1.5425
H 0.2970 -3.6913 1.3173
H -4.9413 -4.0375 -0.3405
H -5.7840 -5.2938 0.5853
H -2.4259 4.0367 -6.3122
H 3.4207 3.1539 -2.0828
H -2.1386 3.6565 -3.2906
H 5.0668 0.8487 1.6744
H -5.9945 -2.2483 2.8056
H 5.1953 -2.4532 -0.9388
H -3.2029 2.7454 -5.3780
H 0.3035 -3.3347 3.0122
*
```